304
Properties=species:S:1:pos:R:3 method="wB97M-V/def2-TZVPD" total_charge=0 e_tot_ev=-228620.341 e_homo_ev=-8.28 de_lowest_kcal_mol=0.0
O 16.932 25.032 17.500
P 16.201 24.410 16.317
N 16.276 22.731 16.415
C 17.562 22.160 16.834
C 15.516 21.811 15.531
N 16.721 24.831 14.830
C 16.198 24.283 13.638
C 17.884 25.684 14.793
N 14.608 24.813 16.171
C 13.588 24.278 17.072
C 14.227 26.053 15.486
H 18.088 22.934 17.394
H 18.247 21.910 16.007
H 17.458 21.375 17.585
H 15.360 20.856 16.091
H 16.016 21.474 14.633
H 14.528 22.197 15.304
H 16.003 25.112 12.952
H 16.939 23.620 13.181
H 15.262 23.729 13.706
H 17.664 26.599 14.203
H 18.089 25.932 15.825
H 18.717 25.231 14.279
H 13.162 25.040 17.671
H 12.782 23.733 16.555
H 14.050 23.584 17.768
H 13.409 25.800 14.839
H 15.033 26.453 14.885
H 13.909 26.784 16.205
O 13.805 20.395 13.375
P 12.407 20.172 13.888
N 11.557 19.247 12.824
C 10.311 18.629 13.120
C 11.808 19.433 11.374
N 11.684 21.597 14.190
C 10.351 21.672 14.824
C 12.076 22.689 13.376
N 12.216 19.330 15.310
C 12.741 17.931 15.285
C 12.406 19.961 16.564
H 10.263 17.658 12.493
H 9.441 19.221 12.857
H 10.263 18.328 14.134
H 12.781 19.905 11.280
H 11.069 20.005 10.917
H 11.764 18.445 10.947
H 9.575 21.962 14.074
H 10.106 20.646 15.101
H 10.318 22.380 15.624
H 11.354 22.753 12.573
H 12.057 23.645 13.900
H 13.093 22.491 13.000
H 12.178 17.254 15.951
H 12.689 17.555 14.254
H 13.761 17.997 15.653
H 12.204 21.059 16.560
H 13.444 19.838 16.914
H 11.705 19.563 17.322
O 23.210 12.205 19.234
P 22.408 12.177 20.464
N 22.778 13.509 21.396
C 22.823 13.653 22.857
C 23.209 14.679 20.632
N 22.636 10.834 21.420
C 21.634 9.919 21.929
C 23.975 10.419 21.539
N 20.767 12.090 20.102
C 19.723 12.408 21.077
C 20.383 12.160 18.763
H 22.405 14.662 23.122
H 23.800 13.548 23.267
H 22.196 12.854 23.327
H 24.188 15.015 20.921
H 22.532 15.494 20.837
H 23.241 14.421 19.586
H 20.660 10.250 21.599
H 21.810 8.899 21.570
H 21.645 9.917 23.007
H 24.202 9.479 21.045
H 24.643 11.169 21.063
H 24.213 10.279 22.598
H 19.232 13.389 20.868
H 18.890 11.712 21.184
H 20.156 12.399 22.080
H 21.350 12.298 18.230
H 19.651 13.002 18.628
H 19.846 11.225 18.462
O 18.186 16.827 13.918
P 17.181 16.399 12.905
N 17.866 16.015 11.408
C 17.018 15.654 10.276
C 19.272 16.220 11.107
N 15.967 17.479 12.818
C 14.670 17.235 12.232
C 16.363 18.904 12.883
N 16.267 15.019 13.238
C 16.861 13.692 12.993
C 15.421 15.067 14.444
H 17.164 14.623 9.989
H 17.268 16.276 9.379
H 15.979 15.697 10.541
H 19.584 15.454 10.368
H 19.943 16.153 11.975
H 19.529 17.230 10.665
H 14.115 18.155 12.356
H 14.733 16.929 11.201
H 14.182 16.431 12.764
H 16.260 19.362 11.899
H 15.658 19.395 13.551
H 17.404 19.027 13.155
H 17.555 13.348 13.781
H 16.024 12.962 12.931
H 17.461 13.694 12.080
H 15.066 16.086 14.548
H 16.052 14.861 15.335
H 14.622 14.336 14.406
O 22.667 10.848 12.831
P 22.990 12.193 13.452
N 24.611 12.197 13.811
C 25.286 13.229 14.598
C 25.598 11.552 12.907
N 22.338 12.616 14.881
C 22.771 11.740 16.024
C 20.894 12.900 14.877
N 22.534 13.437 12.449
C 22.041 13.027 11.124
C 23.180 14.710 12.594
H 26.101 12.785 15.165
H 24.569 13.570 15.349
H 25.731 14.021 13.983
H 26.059 12.253 12.202
H 25.044 10.790 12.383
H 26.390 11.073 13.488
H 23.696 11.189 15.796
H 22.967 12.352 16.883
H 21.999 11.011 16.257
H 20.563 13.472 15.739
H 20.672 13.513 14.011
H 20.275 11.983 14.786
H 22.889 12.846 10.446
H 21.459 12.123 11.196
H 21.401 13.775 10.684
H 22.595 15.435 12.019
H 24.187 14.723 12.202
H 23.218 15.015 13.648
O 17.957 18.032 24.858
P 19.132 17.098 24.777
N 20.535 17.835 25.324
C 21.860 17.299 24.962
C 20.366 18.747 26.491
N 19.550 16.556 23.248
C 20.226 17.515 22.381
C 18.862 15.500 22.481
N 18.860 15.692 25.546
C 19.782 14.520 25.581
C 17.936 15.803 26.648
H 21.806 16.793 23.992
H 22.341 16.691 25.715
H 22.574 18.097 24.904
H 20.887 19.734 26.385
H 20.818 18.303 27.383
H 19.310 18.872 26.588
H 19.508 18.110 21.817
H 20.899 18.162 22.944
H 20.842 16.916 21.707
H 19.627 14.839 22.102
H 18.238 15.000 23.217
H 18.252 15.806 21.617
H 19.199 13.730 26.034
H 19.922 14.231 24.538
H 20.718 14.736 26.091
H 18.325 16.022 27.644
H 17.502 14.813 26.762
H 17.131 16.509 26.434
O 12.591 22.326 20.038
P 13.331 21.278 20.778
N 12.597 19.795 20.687
C 13.156 18.556 21.138
C 11.260 19.664 20.180
N 13.608 21.652 22.360
C 12.893 22.712 23.045
C 14.419 20.774 23.168
N 14.882 20.953 20.228
C 15.104 20.142 19.036
C 15.749 22.160 20.342
H 12.573 18.130 21.960
H 14.146 18.736 21.531
H 13.192 17.803 20.382
H 11.247 18.889 19.398
H 10.911 20.553 19.670
H 10.530 19.411 20.949
H 11.974 23.002 22.474
H 12.603 22.388 24.025
H 13.530 23.584 23.172
H 13.754 20.049 23.639
H 15.086 20.229 22.515
H 14.954 21.290 23.939
H 14.350 19.333 18.930
H 15.191 20.774 18.135
H 16.094 19.681 19.135
H 15.346 22.940 20.970
H 15.931 22.566 19.359
H 16.734 21.917 20.707
O 16.652 15.524 19.887
P 17.332 16.591 19.100
N 18.637 16.071 18.275
C 19.944 15.868 18.961
C 18.375 15.209 17.107
N 17.837 17.876 20.039
C 16.969 18.223 21.195
C 18.712 18.904 19.491
N 16.273 17.112 17.921
C 16.584 18.081 16.864
C 14.910 16.597 17.861
H 20.112 16.787 19.549
H 20.745 15.679 18.229
H 19.962 15.027 19.740
H 17.591 15.591 16.456
H 18.111 14.180 17.388
H 19.313 15.166 16.503
H 16.150 17.533 21.177
H 17.457 18.203 22.168
H 16.599 19.215 21.005
H 19.012 18.522 18.525
H 18.155 19.816 19.227
H 19.577 19.092 20.060
H 16.650 17.576 15.875
H 15.786 18.839 16.842
H 17.544 18.572 17.006
H 14.247 17.440 17.733
H 14.615 16.129 18.797
H 14.709 15.869 17.040
O 23.141 19.241 22.964
C 22.955 19.692 21.899
O 22.787 18.850 20.787
C 22.741 19.630 19.566
C 22.386 21.043 19.921
C 22.882 21.161 21.342
H 22.002 19.197 18.879
H 23.724 19.612 19.083
H 21.286 21.197 20.002
H 22.847 21.724 19.186
H 22.250 21.759 21.929
H 23.863 21.618 21.369
O 13.682 11.732 20.600
C 14.568 11.994 19.843
O 14.496 13.040 18.973
C 15.678 13.099 18.126
C 16.763 12.391 18.934
C 15.928 11.352 19.727
H 15.914 14.147 18.024
H 15.393 12.593 17.212
H 17.180 13.101 19.649
H 17.584 11.919 18.386
H 16.326 10.973 20.676
H 15.661 10.461 19.142
O 19.209 21.508 21.846
C 18.832 21.850 22.897
O 17.950 22.869 23.176
C 17.684 22.971 24.605
C 18.775 22.141 25.299
C 19.138 21.178 24.214
H 16.638 22.676 24.841
H 17.772 24.012 24.870
H 18.606 21.750 26.332
H 19.547 22.919 25.423
H 18.530 20.281 24.360
H 20.154 20.841 24.256
O 21.792 20.893 16.590
C 21.417 19.867 16.179
O 21.161 18.763 16.899
C 20.589 17.738 16.011
C 21.022 18.112 14.582
C 21.058 19.628 14.737
H 19.504 17.734 16.155
H 20.997 16.797 16.361
H 20.346 17.723 13.854
H 22.059 17.712 14.531
H 20.030 20.003 14.609
H 21.787 20.108 14.096
O 13.125 13.568 16.299
C 12.206 14.127 16.770
O 11.498 15.046 16.050
C 10.331 15.420 16.706
C 10.628 15.254 18.199
C 11.607 14.016 18.167
H 9.513 14.782 16.353
H 10.139 16.434 16.439
H 9.811 14.944 18.806
H 11.124 16.122 18.623
H 11.082 13.022 18.170
H 12.447 13.938 18.843
O 12.793 13.982 24.701
C 13.454 14.136 23.711
O 14.765 13.953 23.697
C 15.311 14.148 22.353
C 14.308 15.050 21.687
C 13.022 14.701 22.362
H 15.421 13.168 21.873
H 16.300 14.614 22.405
H 14.416 15.021 20.601
H 14.649 16.059 21.957
H 12.528 13.837 21.936
H 12.315 15.512 22.404